Record 1
{
  "formula": "C27H43N6O9PSc",
  "method": "wB97M-V/def2-TZVPD",
  "elements": ["Sc", "O", "C", "C", "C", "N", "C", "C", "C", "O", "O", "C", "O", "O", "H", "H", "H", "C", "N", "C", "C", "O", "C", "O", "C", "C", "O", "N", "C", "C", "H", "H", "H", "H", "H", "H", "H", "H", "H", "H", "H", "H", "H", "H", "H", "H", "O", "P", "N", "C", "C", "C", "C", "N", "C", "C", "C", "C", "N", "C", "C", "C", "C", "H", "H", "H", "H", "H", "H", "H", "H", "H", "H", "H", "H", "H", "H", "H", "H", "H", "H", "H", "H", "H", "H", "H", "H"],
  "positions_angstrom": [[-0.9998, 0.0713, 0.3821], [-4.5279, 4.8435, 2.3186], [-3.7255, 3.8637, 1.8732], [-3.1070, 3.9104, 0.6193], [-2.3058, 2.8464, 0.2661], [-2.1305, 1.8141, 1.0803], [-2.6851, 1.7770, 2.2887], [-3.5088, 2.7814, 2.7375], [-2.2689, 0.5332, 3.0531], [-2.7915, 0.2119, 4.0972], [-1.3315, -0.1228, 2.4272], [-1.4873, 2.7123, -1.0125], [-1.5620, 3.5463, -1.8907], [-0.7367, 1.6640, -0.9831], [-4.6032, 5.5473, 1.6628], [-3.2287, 4.7432, -0.0614], [-3.9608, 2.7459, 3.7177], [-1.2252, -3.6234, 3.8332], [-0.6633, -3.2374, 2.5416], [0.7888, -3.2865, 2.4207], [-1.3857, -2.6058, 1.6357], [-0.9039, -2.1545, 0.5678], [-2.8734, -2.4076, 1.8996], [-3.4003, -1.5096, 0.9476], [-3.8215, -2.0905, -0.2603], [-3.2135, -1.3319, -1.4304], [-2.3376, -0.4749, -1.2220], [-3.6442, -1.5877, -2.6579], [-4.6626, -2.5805, -2.9718], [-3.1317, -0.8241, -3.7929], [-0.5637, -4.3556, 4.2892], [-1.3065, -2.7542, 4.4890], [-2.2020, -4.0864, 3.7147], [1.1310, -4.3145, 2.5354], [1.0815, -2.9035, 1.4486], [1.2364, -2.6693, 3.2014], [-3.3995, -3.3677, 1.8778], [-3.0150, -1.9586, 2.8824], [-3.5103, -3.1373, -0.3377], [-4.9128, -2.0541, -0.3177], [-4.7890, -3.2936, -2.1637], [-5.6179, -2.0967, -3.1807], [-4.3497, -3.1315, -3.8577], [-2.5368, 0.0090, -3.4338], [-2.5229, -1.4675, -4.4293], [-3.9736, -0.4492, -4.3745], [1.0381, 0.0198, 0.4140], [2.2559, 0.4383, -0.4091], [2.2503, 2.0044, -0.8279], [1.9995, 3.0288, 0.2032], [1.7771, 4.3108, -0.6008], [2.5603, 4.0617, -1.8883], [2.2587, 2.5980, -2.1755], [3.5402, 0.1503, 0.5491], [4.8895, 0.6335, 0.2141], [5.7222, 0.3199, 1.4667], [4.6861, 0.1133, 2.5729], [3.5360, -0.5555, 1.8313], [2.4474, -0.3888, -1.8233], [1.3371, -0.3341, -2.8122], [0.9522, -1.8011, -3.0905], [1.6428, -2.6029, -1.9845], [2.9073, -1.7880, -1.7416], [2.8719, 3.1115, 0.8602], [1.1357, 2.7685, 0.8190], [2.1029, 5.1947, -0.0553], [0.7191, 4.4228, -0.8405], [3.6309, 4.2013, -1.7207], [2.2519, 4.7096, -2.7066], [3.0074, 2.1114, -2.7999], [1.2758, 2.4999, -2.6441], [4.8513, 1.7026, -0.0072], [5.2850, 0.1284, -0.6706], [6.4324, 1.1132, 1.6917], [6.2936, -0.5971, 1.3153], [4.3511, 1.0729, 2.9712], [5.0631, -0.4870, 3.3994], [2.5700, -0.4492, 2.3205], [3.7387, -1.6261, 1.6931], [1.6758, 0.1704, -3.7171], [0.5025, 0.2429, -2.4078], [1.3339, -2.1086, -4.0647], [-0.1293, -1.9385, -3.1027], [1.8538, -3.6318, -2.2745], [1.0341, -2.6180, -1.0771], [3.6475, -1.9637, -2.5268], [3.3859, -1.9823, -0.7827]],
  "atomic_forces_ev_per_a": [[0.1, 0.0, -0.1], [0.0, 0.0, 0.0], [0.0, 0.0, 0.1], [0.0, -0.1, 0.1], [-0.1, 0.1, 0.0], [0.0, 0.0, 0.0], [-0.1, 0.1, 0.1], [0.1, 0.0, -0.1], [0.1, 0.0, 0.0], [0.0, 0.0, 0.0], [0.0, 0.0, 0.0], [-0.1, 0.1, 0.0], [0.0, 0.0, 0.0], [0.1, -0.2, -0.1], [0.0, 0.0, 0.0], [0.0, 0.0, 0.0], [0.0, 0.0, 0.0], [0.0, 0.0, 0.0], [0.0, 0.0, 0.0], [0.0, 0.0, 0.0], [0.0, 0.1, -0.1], [0.0, 0.0, 0.1], [0.0, 0.0, 0.0], [0.0, 0.0, 0.0], [0.0, 0.0, 0.0], [0.0, 0.1, 0.0], [0.1, 0.0, 0.0], [0.0, 0.0, 0.0], [0.0, 0.0, 0.0], [0.0, 0.0, 0.0], [0.0, 0.0, 0.0], [0.0, 0.0, 0.0], [0.0, 0.0, 0.0], [0.0, 0.0, 0.0], [0.0, 0.0, 0.0], [0.0, 0.0, 0.0], [0.0, 0.0, 0.0], [0.0, 0.0, 0.0], [0.0, 0.0, 0.0], [0.0, 0.0, 0.0], [0.0, 0.0, 0.0], [0.0, 0.0, 0.0], [0.0, 0.0, 0.0], [0.0, 0.0, 0.0], [0.0, 0.0, 0.0], [0.0, 0.0, 0.0], [-0.1, -0.1, -0.1], [0.1, 0.1, 0.0], [0.0, 0.0, 0.0], [0.0, 0.0, 0.0], [0.0, 0.0, 0.0], [0.0, 0.0, 0.0], [0.0, -0.1, 0.0], [0.0, 0.0, 0.0], [0.0, 0.0, 0.0], [0.0, 0.0, 0.0], [0.0, 0.0, 0.0], [0.0, 0.0, 0.0], [-0.1, 0.0, 0.1], [0.0, 0.0, 0.0], [0.0, 0.0, 0.0], [0.0, 0.0, 0.0], [0.0, 0.0, 0.0], [0.0, 0.0, 0.0], [0.0, 0.0, 0.0], [0.0, 0.0, 0.0], [0.0, 0.0, 0.0], [0.0, 0.0, 0.0], [0.0, 0.0, 0.0], [0.0, 0.0, 0.0], [0.0, 0.0, 0.0], [0.0, 0.0, 0.0], [0.0, 0.0, 0.0], [0.0, 0.0, 0.0], [0.0, 0.0, 0.0], [0.0, 0.0, 0.0], [0.0, 0.0, 0.0], [0.0, 0.0, 0.0], [0.0, 0.0, 0.0], [0.0, 0.0, 0.0], [0.0, 0.0, 0.0], [0.0, 0.0, 0.0], [0.0, 0.0, 0.0], [0.0, 0.0, 0.0], [0.0, 0.0, 0.0], [0.0, 0.0, 0.0], [0.0, 0.0, 0.0]],
  "e_tot_ev": -86059.9443,
  "e_lumo_ev": -1.96,
  "total_charge": 1,
  "homo_ha": -0.414
}

***

Record 2
{
  "formula": "C27H43N8O6SSbSi3Zr",
  "method": "wB97M-V/def2-TZVPD",
  "elements": ["Zr", "O", "C", "N", "C", "O", "C", "C", "C", "C", "C", "N", "C", "C", "C", "C", "C", "N", "H", "H", "H", "H", "H", "H", "H", "H", "O", "C", "O", "C", "C", "N", "N", "C", "C", "O", "O", "H", "H", "H", "N", "N", "C", "N", "S", "H", "H", "H", "H", "H", "C", "Si", "C", "C", "Sb", "Si", "C", "C", "C", "Si", "C", "C", "C", "H", "H", "H", "H", "H", "H", "H", "H", "H", "H", "H", "H", "H", "H", "H", "H", "H", "H", "H", "H", "H", "H", "H", "H", "H", "H", "H"],
  "positions_angstrom": [[-2.9628, -0.0800, 1.5018], [-2.9655, 2.0598, 5.1719], [-2.6909, 1.7320, 4.0346], [-3.5706, 1.4045, 2.9984], [-4.9643, 1.6298, 3.0688], [-5.4839, 2.6562, 3.5048], [-5.8310, 0.5396, 2.4486], [-7.2304, 0.5875, 2.5137], [-7.8911, -0.6019, 2.1493], [-7.1530, -1.6798, 1.6995], [-5.8343, -1.5147, 1.3503], [-5.1537, -0.4356, 1.7614], [-1.2165, 1.7089, 3.5642], [-0.2442, 2.4948, 4.1920], [1.0369, 2.5146, 3.6721], [1.3169, 1.6712, 2.5488], [0.3099, 0.9212, 2.0090], [-0.9234, 0.9635, 2.4577], [-7.7670, 1.4489, 2.8958], [-8.9530, -0.7003, 2.2484], [-7.6602, -2.6512, 1.6076], [-5.2314, -2.2478, 0.8411], [-0.5470, 2.9745, 5.1310], [1.8156, 3.1978, 4.0901], [2.3067, 1.5233, 2.1734], [0.4298, 0.2692, 1.1107], [-2.1341, -5.7140, 5.6214], [-1.3840, -4.7780, 5.0244], [-0.2051, -4.9051, 4.8505], [-2.0992, -3.5825, 4.6182], [-3.1048, -2.9624, 5.4320], [-3.4554, -1.8151, 4.8659], [-2.8160, -1.5997, 3.6852], [-1.9906, -2.6131, 3.4943], [-1.3601, -2.7105, 2.1384], [-0.6770, -3.6191, 1.6960], [-1.5964, -1.5111, 1.5192], [-3.0681, -5.6276, 5.3328], [-3.4455, -3.3004, 6.4234], [-4.0211, -1.1066, 5.3261], [-2.6327, 1.6538, 0.1590], [-4.0290, 1.8837, 0.1315], [-4.7196, 1.1015, -0.7287], [-5.9748, 1.4161, -0.9760], [-3.8956, -0.2912, -1.2124], [-2.0976, 2.5256, 0.3687], [-2.3994, 1.2660, -0.7429], [-4.3697, 2.7428, 0.5730], [-6.5054, 2.1572, -0.5317], [-6.4591, 0.8990, -1.6833], [5.3082, 1.1012, 0.0449], [4.9948, 1.9026, -1.6572], [3.9608, 3.5155, -1.4230], [6.3285, 2.3645, -2.8623], [3.2448, 0.1831, -2.6899], [2.8278, 1.0285, -5.1225], [2.8956, 2.9773, -4.9397], [4.4376, 0.5908, -5.9510], [1.2126, 0.7424, -6.0597], [3.9513, -2.3089, -2.3892], [4.8339, -2.7822, -4.0622], [2.5564, -3.5737, -2.1662], [5.0023, -2.6843, -0.9080], [6.1567, 1.6509, 0.3923], [5.5075, -0.0067, -0.1293], [4.4329, 1.2765, 0.6716], [4.6763, 4.3162, -1.2545], [3.1668, 3.6673, -0.7162], [3.5094, 3.6429, -2.4210], [7.0131, 3.0497, -2.4604], [5.8353, 2.7842, -3.7245], [6.8953, 1.4382, -3.1377], [3.8959, 3.2839, -4.5771], [2.0362, 3.2128, -4.3090], [2.8289, 3.4777, -5.8631], [5.3259, 0.7531, -5.3591], [4.4982, 1.1411, -6.8672], [4.3529, -0.5036, -6.2429], [1.3117, 1.4127, -6.9216], [0.3314, 1.1915, -5.5043], [0.8939, -0.2108, -6.4018], [4.5477, -2.1267, -4.8578], [4.5342, -3.8002, -4.3511], [5.9499, -2.7778, -4.1437], [1.7427, -3.5488, -2.9358], [2.0529, -3.3384, -1.2095], [2.9037, -4.6124, -1.9868], [4.8201, -3.6952, -0.5469], [4.6175, -2.0659, -0.0540], [6.1069, -2.5640, -1.0327]],
  "atomic_forces_ev_per_a": [[2.3, -0.8, 1.9], [0.0, -0.6, -1.4], [0.9, 1.0, 0.9], [-0.8, -1.3, -0.6], [-0.4, 2.2, 0.9], [0.8, -2.0, -0.8], [0.1, 0.4, -0.5], [0.7, -1.0, -0.2], [0.7, 0.8, 0.3], [-1.0, -1.0, -0.4], [0.6, 0.1, 0.7], [-1.2, 0.7, 1.1], [0.2, -0.2, -0.7], [-1.1, -0.6, 0.6], [1.0, -0.3, -1.1], [0.1, 1.0, 1.8], [0.2, -1.0, -1.7], [-3.0, 0.8, 1.5], [0.3, -0.1, 0.1], [-0.4, 0.0, 0.2], [0.4, 0.5, -0.4], [-0.2, -0.4, -0.2], [0.3, 0.1, -0.6], [-0.7, -0.9, -0.3], [0.4, 0.3, -0.2], [0.4, 0.5, 0.9], [-0.9, -0.2, -0.1], [1.5, -0.8, -0.7], [-0.4, 0.1, 0.3], [-2.5, 3.8, -0.8], [2.1, -1.7, -0.3], [-0.1, 0.5, -0.5], [-0.7, 0.6, 0.2], [-0.5, -2.6, 1.9], [2.2, -1.0, -0.3], [-2.1, 2.4, 1.0], [-0.7, -0.6, -1.3], [0.7, -0.1, 0.4], [0.0, 0.4, -0.7], [0.2, 0.0, -0.5], [1.0, 1.7, 0.7], [-0.1, 1.0, 0.3], [-0.3, 0.2, 0.5], [-0.2, -0.1, -0.1], [-0.2, -0.8, -0.3], [-0.6, -0.8, -0.1], [0.6, 0.2, -0.8], [0.2, -0.3, -0.4], [0.4, 0.1, -0.1], [-0.3, -0.4, -0.2], [0.0, -1.0, -1.8], [-2.3, -0.2, 0.4], [0.7, -0.5, -1.2], [-0.1, -2.3, 0.0], [-0.7, 0.3, 0.8], [0.9, 1.3, 0.7], [0.4, -2.0, 1.0], [-1.1, -2.0, -0.8], [-0.6, 1.5, 0.8], [0.8, -0.9, -2.0], [0.7, -0.6, 0.6], [-1.3, 0.4, 0.3], [0.5, 0.9, 1.2], [0.7, -0.1, 0.8], [-0.1, 1.5, 0.7], [0.1, -0.1, 0.0], [0.1, 0.3, -0.1], [-0.3, -0.5, 0.6], [0.2, 0.3, 0.3], [1.0, 1.1, 0.5], [0.0, 0.1, -0.4], [-0.4, 0.8, 0.0], [-0.8, -0.1, 0.4], [0.4, 0.6, 0.2], [-0.5, 0.4, -1.4], [0.1, 0.0, 0.3], [0.3, 0.4, -0.7], [0.5, 1.2, 0.3], [0.1, -0.2, -0.1], [1.1, -0.5, -0.3], [0.1, -1.0, -0.2], [-0.5, 0.4, -0.5], [0.0, 0.2, 0.1], [-0.7, 0.1, 0.7], [0.8, -0.2, 0.5], [0.0, 0.1, -0.3], [0.1, 0.6, -0.6], [0.0, -0.3, -0.3], [0.6, -0.3, -0.6], [-0.9, 0.2, 0.2]],
  "e_tot_ev": -95178.6534,
  "e_lumo_ev": -7.05,
  "total_charge": 2,
  "homo_ha": -0.373
}